{
  "formula": "C16H28Cl12O6S3",
  "method": "the ωB97M-V functional and the def2-TZVPD basis",
  "spin_multiplicity": 1,
  "homo_ev": -10.3,
  "e_above_lowest_kj_mol": 0.0,
  "smiles": "O=S1(=O)CCCC1.O=S1(=O)CCCC1.O=S1(=O)CCCC1.ClC(Cl)Cl.ClC(Cl)Cl.ClC(Cl)Cl.ClC(Cl)Cl",
  "lumo_energy_ha": 0.008,
  "fmax_ev_per_a": 3.1,
  "elements": ["C", "Cl", "Cl", "Cl", "H", "C", "Cl", "Cl", "Cl", "H", "C", "Cl", "Cl", "Cl", "H", "C", "Cl", "Cl", "Cl", "H", "C", "C", "C", "S", "O", "O", "C", "H", "H", "H", "H", "H", "H", "H", "H", "C", "C", "C", "S", "O", "O", "C", "H", "H", "H", "H", "H", "H", "H", "H", "C", "C", "C", "S", "O", "O", "C", "H", "H", "H", "H", "H", "H", "H", "H"],
  "xyz": [[3.81, -1.59, 3.08], [5.22, -2.63, 2.77], [4.42, 0.03, 3.36], [2.78, -2.11, 4.35], [3.25, -1.51, 2.17], [-4.21, 1.69, 4.02], [-4.32, 2.41, 2.48], [-5.70, 1.02, 4.66], [-3.58, 2.94, 5.24], [-3.45, 0.90, 3.97], [-0.53, 1.81, 1.31], [1.03, 0.98, 1.05], [-0.64, 3.29, 0.41], [-0.69, 1.96, 3.07], [-1.21, 0.99, 0.94], [2.06, 1.61, 6.41], [0.57, 0.68, 6.62], [3.04, 1.66, 7.85], [1.66, 3.31, 5.94], [2.50, 1.14, 5.60], [-0.24, -2.46, 2.40], [-0.88, -3.42, 1.41], [-2.37, -3.11, 1.20], [-2.72, -2.01, 2.66], [-3.88, -2.44, 3.36], [-2.66, -0.66, 2.12], [-1.19, -2.38, 3.53], [-0.17, -1.47, 1.98], [0.80, -2.75, 2.63], [-0.68, -4.37, 1.91], [-0.37, -3.41, 0.47], [-3.02, -3.97, 1.37], [-2.65, -2.53, 0.31], [-1.33, -3.25, 4.15], [-1.02, -1.53, 4.14], [3.44, -0.95, -2.75], [2.62, -1.85, -3.64], [1.66, -2.65, -2.78], [1.18, -1.43, -1.53], [1.55, -1.98, -0.26], [-0.16, -0.92, -1.73], [2.40, -0.16, -1.97], [4.12, -0.30, -3.32], [4.10, -1.62, -2.17], [3.36, -2.48, -4.18], [2.17, -1.35, -4.47], [1.99, -3.55, -2.30], [0.81, -2.94, -3.35], [2.64, 0.30, -1.02], [1.84, 0.62, -2.61], [-2.31, 3.15, -4.18], [-2.14, 2.77, -5.66], [-0.66, 2.92, -5.98], [0.32, 2.81, -4.42], [0.77, 4.16, -4.13], [1.28, 1.71, -4.43], [-1.16, 2.42, -3.44], [-3.21, 2.86, -3.70], [-2.15, 4.24, -4.04], [-2.78, 3.40, -6.25], [-2.47, 1.76, -5.91], [-0.34, 3.90, -6.37], [-0.19, 2.15, -6.57], [-1.00, 2.87, -2.50], [-1.31, 1.32, -3.27]]
}